[1]
{
  "formula": "C34H51N8O14",
  "method": "wB97M-V/def2-TZVPD",
  "species": ["C", "O", "O", "O", "H", "C", "C", "C", "C", "C", "C", "N", "O", "O", "H", "H", "H", "H", "H", "C", "C", "C", "C", "C", "C", "N", "O", "O", "H", "H", "H", "H", "H", "C", "C", "C", "C", "C", "C", "N", "O", "O", "H", "H", "H", "H", "H", "C", "O", "N", "C", "C", "H", "H", "H", "H", "H", "H", "H", "C", "O", "N", "C", "C", "H", "H", "H", "H", "H", "H", "H", "C", "O", "N", "C", "C", "H", "H", "H", "H", "H", "H", "H", "C", "O", "N", "C", "C", "H", "H", "H", "H", "H", "H", "H", "C", "O", "N", "C", "C", "H", "H", "H", "H", "H", "H", "H"],
  "xyz": [[1.205290, 0.729692, -0.625505], [1.637290, 1.720692, 0.024495], [1.960290, -0.382308, -0.701505], [0.070290, 0.649692, -1.013505], [2.741290, -0.146308, -0.160505], [-2.178710, -1.098308, 1.415495], [-1.972710, -1.918308, 0.120495], [-2.349710, -3.386308, 0.364495], [-2.741710, -3.926308, 1.682495], [-3.113710, -2.983308, 2.852495], [-2.736710, -1.501308, 2.660495], [-3.075710, -5.369308, 1.799495], [-3.033710, -5.892308, 2.929495], [-3.001710, -5.936308, 0.777495], [-1.876710, -0.242308, 1.415495], [-1.802710, -1.507308, -0.845505], [-1.989710, -4.124308, -0.530505], [-3.511710, -3.137308, 3.770495], [-3.086710, -0.768308, 3.509495], [-3.595710, 3.008692, -1.372505], [-4.804710, 3.878692, -0.997505], [-6.001710, 3.183692, -0.401505], [-6.030710, 1.747692, 0.067495], [-4.608710, 1.050692, 0.082495], [-3.563710, 1.666692, -0.798505], [-7.134710, 1.075692, 0.560495], [-8.230710, 1.686692, 0.755495], [-6.958710, -0.134308, 0.709495], [-2.724710, 3.299692, -1.950505], [-4.803710, 4.828692, -1.329505], [-6.803710, 3.961692, -0.297505], [-4.727710, 0.035692, 0.361495], [-2.541710, 1.132692, -0.904505], [1.366290, -3.016308, 1.166495], [2.628290, -3.405308, 0.454495], [3.082290, -4.891308, 0.602495], [2.168290, -5.841308, 1.369495], [1.126290, -5.164308, 2.265495], [0.714290, -3.740308, 2.059495], [2.564290, -7.221308, 1.520495], [3.471290, -7.762308, 0.690495], [2.013290, -7.944308, 2.355495], [0.922290, -2.034308, 1.060495], [3.078290, -2.786308, -0.213505], [3.790290, -5.124308, -0.184505], [0.858290, -5.821308, 3.180495], [0.153290, -3.282308, 2.730495], [2.018290, 2.213692, 3.215495], [2.247290, 3.160692, 3.952495], [1.171290, 1.191692, 3.707495], [1.090290, 0.029692, 2.816495], [0.345290, 1.190692, 5.028495], [2.518290, 2.054692, 2.143495], [0.564290, -0.675308, 3.505495], [1.957290, -0.461308, 2.631495], [0.378290, -0.064308, 1.982495], [0.208290, 2.016692, 5.475495], [0.809290, 0.711692, 5.978495], [-0.690710, 0.807692, 4.768495], [0.716290, -2.955308, -2.658505], [1.061290, -4.174308, -2.548505], [0.393290, -2.319308, -3.820505], [-0.003710, -0.867308, -3.969505], [0.160290, -3.015308, -5.049505], [0.776290, -2.320308, -1.803505], [-0.602710, -0.921308, -3.044505], [-0.622710, -0.444308, -4.635505], [0.815290, -0.033308, -3.955505], [0.795290, -3.908308, -5.100505], [0.442290, -2.468308, -5.879505], [-0.701710, -3.301308, -5.388505], [5.493290, -0.174308, -1.248505], [5.394290, 0.800692, -2.087505], [5.061290, 0.029692, -0.010505], [5.088290, -1.075308, 1.005495], [4.954290, 1.398692, 0.451495], [5.751290, -1.217308, -1.597505], [5.934290, -0.918308, 1.670495], [5.024290, -1.860308, 0.243495], [4.006290, -0.948308, 1.519495], [5.281290, 1.450692, 1.468495], [3.792290, 1.574692, 0.624495], [5.168290, 2.227692, -0.214505], [-0.386710, 5.531692, 2.941495], [-0.704710, 6.615692, 3.522495], [-0.962710, 4.957692, 1.886495], [-0.580710, 3.633692, 1.373495], [-2.103710, 5.441692, 1.155495], [0.419290, 4.786692, 3.341495], [0.386290, 3.426692, 1.267495], [-1.038710, 3.453692, 0.574495], [-0.850710, 2.908692, 2.036495], [-2.295710, 6.618692, 1.554495], [-2.971710, 4.809692, 1.402495], [-1.954710, 5.528692, 0.098495], [-0.646710, 2.587692, -3.730505], [-1.604710, 3.060692, -4.206505], [0.621290, 2.611692, -4.386505], [1.988290, 2.197692, -3.758505], [0.648290, 3.199692, -5.698505], [-0.556710, 2.119692, -2.589505], [2.576290, 1.559692, -4.438505], [1.980290, 1.709692, -2.816505], [2.584290, 3.096692, -3.334505], [0.625290, 2.478692, -6.562505], [1.644290, 3.821692, -5.766505], [-0.160710, 3.939692, -6.031505]],
  "atomic_forces_ev_per_a": [[-0.12, 2.15, 2.79], [1.43, -0.21, -0.21], [1.79, -0.82, 0.25], [-3.24, -0.95, -2.07], [-0.18, -0.25, -0.61], [-2.96, -10.62, -1.84], [-3.14, -3.29, 7.05], [2.27, 1.17, -0.95], [-1.84, 4.72, 1.53], [3.83, 2.89, -6.81], [-1.34, -3.81, -0.41], [2.98, 1.55, 3.06], [-1.00, 0.84, -1.17], [-0.96, -2.36, -2.56], [3.19, 10.08, -0.60], [0.62, 0.28, -0.34], [-1.45, 1.67, 2.50], [-1.24, -1.62, 2.40], [1.19, -1.40, -1.93], [-3.86, -0.69, 3.20], [1.02, -8.69, 0.71], [1.93, 0.43, -0.06], [7.10, 4.08, -1.89], [-3.10, 4.34, -4.02], [-0.09, -0.16, 1.60], [-2.89, -0.41, 0.53], [2.58, -1.37, -0.37], [-0.90, 0.71, 0.37], [-0.34, 0.37, -0.04], [-0.48, 3.15, -0.80], [0.20, -1.62, 0.13], [0.87, -0.81, 0.45], [-1.90, 0.64, 0.15], [3.98, 1.47, -3.36], [-3.82, -6.39, 4.27], [-4.56, 2.96, -0.09], [0.61, 5.71, 0.64], [1.91, -1.01, -0.76], [3.58, -7.69, -0.26], [2.11, -3.92, -1.87], [-3.37, 2.98, 3.04], [0.56, 1.69, -0.99], [0.64, 0.36, -0.54], [1.23, 1.59, -1.73], [0.24, -0.78, 0.63], [-0.18, 1.33, -1.86], [-3.17, 1.59, 2.74], [-0.36, -0.42, 1.70], [0.26, 0.06, -1.08], [0.40, 0.71, -1.15], [-4.55, -0.78, 3.08], [1.38, -6.33, -3.33], [-1.44, 0.04, 2.08], [0.46, -0.21, -0.41], [2.99, -0.90, -0.83], [0.48, 1.30, -0.26], [-0.83, 7.17, 1.87], [-0.30, -0.58, -2.13], [1.44, 0.00, 0.44], [1.22, -2.78, -0.86], [-1.29, 3.12, -0.73], [-0.89, 0.82, -2.30], [2.97, -0.52, 6.11], [5.97, -1.29, 1.52], [-0.15, 0.90, 0.72], [0.32, 1.99, 0.02], [-2.54, -0.31, -3.50], [-0.88, -2.16, 0.59], [-0.08, 0.00, 0.23], [1.36, 1.84, -1.45], [-6.04, -1.64, -0.36], [-1.40, 3.12, -3.92], [1.11, -3.38, 1.96], [1.50, -0.22, 1.13], [-3.32, 2.35, -1.56], [-4.54, 0.26, 1.00], [-0.09, 0.88, 0.60], [-0.10, -0.69, 0.10], [0.56, -0.98, 1.47], [2.69, -0.77, -0.58], [1.04, 0.30, 0.45], [1.91, -0.19, -0.52], [0.84, -0.59, -0.14], [0.30, 0.93, 2.50], [0.82, -2.85, -1.91], [-0.01, -0.46, -1.64], [0.91, 3.17, 6.10], [-1.09, 4.16, 2.62], [-0.88, 1.54, -0.35], [4.29, 0.07, -0.81], [-3.66, -1.22, -6.81], [-1.31, -2.14, 2.17], [0.26, -3.34, -0.99], [0.07, 0.37, -0.30], [0.30, -0.29, -0.60], [5.43, -1.87, 3.49], [-3.16, 1.05, -1.30], [-0.25, -0.77, 1.73], [-0.43, 2.28, -0.38], [1.72, 1.93, -2.07], [-0.15, 0.84, -2.64], [-0.30, 0.63, 0.05], [-1.28, -1.08, 0.69], [-0.82, -0.84, -1.70], [0.34, 0.19, 0.94], [-1.74, -1.24, -0.13], [0.77, -1.05, 1.48]],
  "de_lowest_kcal_mol": 38.92,
  "lumo_energy_ha": 0.0101,
  "total_charge": -1,
  "orbital_gap_ha": 0.25193
}

[2]
{
  "formula": "C4H6O2",
  "method": "wB97M-V/def2-TZVPD",
  "species": ["O", "C", "C", "C", "C", "O", "H", "H", "H", "H", "H", "H"],
  "xyz": [[-1.039713, 0.052897, -1.454211], [-1.075881, -0.698343, -0.498503], [-0.584886, -0.206148, 0.854641], [0.528534, 0.777033, 0.481924], [1.130706, 0.155259, -0.769712], [1.155152, -1.055982, -0.878684], [-1.503736, -1.703734, -0.598624], [-0.245714, -1.005200, 1.521293], [-1.451382, 0.278032, 1.320943], [0.165380, 1.799740, 0.339957], [1.344119, 0.804902, 1.214145], [1.580514, 0.793437, -1.540964]],
  "atomic_forces_ev_per_a": [[-0.98, -0.57, 0.28], [-0.98, 0.47, -0.16], [-0.09, 0.01, -0.09], [0.10, -0.07, -0.04], [0.97, -0.41, 0.30], [0.97, 0.64, -0.15], [-0.15, -0.06, 0.15], [-0.14, 0.04, -0.32], [0.19, 0.05, 0.08], [0.16, -0.25, -0.19], [-0.20, 0.02, 0.08], [0.14, 0.14, 0.07]],
  "de_lowest_kcal_mol": 39.47,
  "smiles": "O=CCCC=O",
  "lumo_energy_ha": 0.0287,
  "total_charge": 0,
  "orbital_gap_ha": 0.39700
}